This record from OMol25 describes a molecular structure, C46H41MnN8OP2Se2 in a non-equilibrium geometry. The level of theory is ωB97M-V with the def2-TZVPD basis set.

Computed properties:
total charge	+2
expectation value of S²	6.287
orbital gap (alpha / beta)	2.908 / 5.414	eV
relative energy (zero: lowest compared OMol25 entry of this formula, charge and spin)	1.703	eV
HOMO level (alpha / beta)	-0.437 / -0.440	Eh
lowest unoccupied orbital energy (alpha / beta)	-9.0 / -6.6	eV
2S+1	5

Geometry (Å):
1 Se -2.283 -1.486 1.509
2 Se 4.596 0.241 -1.100
3 Mn -2.009 -0.982 -1.130
4 P -0.152 -1.213 1.940
5 P 3.682 -1.367 -0.017
6 O -0.167 5.194 -2.417
7 N -0.244 -1.111 -0.683
8 N -1.975 1.202 -0.977
9 N -11.409 3.505 -2.331
10 N 1.651 -1.304 -1.644
11 N -3.874 -1.090 -1.667
12 N 0.379 -1.178 -1.834
13 N -6.002 -0.488 -1.693
14 N 1.483 3.663 -2.391
15 C -4.629 -2.105 -1.131
16 C -9.377 1.976 -2.011
17 C -0.702 3.204 -1.320
18 C 0.236 4.090 -2.111
19 C 3.313 -0.862 2.759
20 C 0.654 -1.203 0.328
21 C -6.990 1.700 -2.045
22 C -8.096 2.514 -2.155
23 C -2.341 3.098 0.430
24 C -7.143 0.333 -1.809
25 C 2.248 1.539 -3.360
26 C -4.741 -0.147 -2.013
27 C 3.823 -0.612 4.022
28 C 5.188 -0.684 4.245
29 C 0.427 -2.706 2.800
30 C 6.052 -0.995 3.204
31 C 1.221 2.573 2.564
32 C -5.939 -1.741 -1.140
33 C 4.337 -2.947 -0.609
34 C 2.028 2.366 -2.092
35 C 1.895 -1.327 -0.318
36 C 5.143 -4.294 -2.416
37 C -0.193 2.012 4.425
38 C -1.375 3.811 -0.260
39 C -8.422 -0.201 -1.651
40 C 2.070 4.697 -4.575
41 C 4.530 -3.135 -1.974
42 C 0.657 2.901 3.786
43 C 1.131 -5.128 3.928
44 C 5.570 -5.247 -1.502
45 C 0.713 -5.083 2.606
46 C -10.508 2.818 -2.169
47 C 0.357 -3.875 2.041
48 C 0.160 0.425 2.667
49 C 5.551 -1.219 1.937
50 C -9.531 0.617 -1.740
51 C -2.604 1.797 0.047
52 C 4.749 -3.906 0.310
53 C -0.443 0.768 3.871
54 C 0.845 -2.748 4.122
55 C 5.371 -5.054 -0.143
56 C 2.360 4.602 -3.079
57 C 1.194 -3.966 4.680
58 C 4.175 -1.166 1.717
59 C -1.058 1.904 -1.660
60 C 0.968 1.340 1.996
61 H -10.520 0.206 -1.606
62 H 2.416 0.498 -3.100
63 H 2.201 5.586 -2.628
64 H 3.157 -0.347 4.831
65 H 1.419 1.082 1.047
66 H 7.114 -1.046 3.378
67 H -3.358 1.209 0.562
68 H -0.625 1.405 -2.521
69 H 2.248 -0.818 2.581
70 H 3.124 1.892 -3.898
71 H 6.220 -1.432 1.112
72 H 4.216 -2.379 -2.681
73 H 1.364 1.849 -1.396
74 H 6.068 -6.140 -1.846
75 H -6.009 2.142 -2.131
76 H 0.654 -5.990 2.024
77 H -0.658 2.289 5.357
78 H 3.391 4.287 -2.905
79 H 1.867 3.271 2.056
80 H -1.099 0.062 4.361
81 H 0.882 3.852 4.239
82 H 1.401 -6.073 4.374
83 H 0.015 -3.838 1.014
84 H -8.566 -1.254 -1.466
85 H 2.208 3.736 -5.065
86 H 1.381 1.602 -4.012
87 H 0.895 -1.842 4.707
88 H -1.160 4.836 -0.008
89 H 5.584 -0.492 5.229
90 H -4.188 -3.030 -0.801
91 H 4.600 -3.743 1.368
92 H 1.051 5.040 -4.733
93 H -2.886 3.538 1.249
94 H -6.794 -2.271 -0.778
95 H 5.309 -4.448 -3.471
96 H 1.504 -4.010 5.711
97 H -4.463 0.748 -2.533
98 H 2.752 5.417 -5.020
99 H 5.714 -5.787 0.571
100 H 2.994 2.502 -1.584
101 H -7.978 3.569 -2.350